# 1
Entry from the OMol25 dataset: a 2-piece molecular cluster, CH2N2O2P overall at a distorted geometry (the ωB97M-V functional and the def2-TZVPD basis).

The LUMO energy is 3.02 eV. The calculated total energy comes out at -17435.4355 eV. Its charge is -1. The value obtained for the energy relative to the best compared isomer or geometry (same formula, charge and spin) is 1.823 eV.

Structure (XYZ):
```
8
Properties=species:S:1:pos:R:3:forces:R:3
C -2.2776 0.4624 -0.0397 3.8 -1.3 -0.1
N -3.3643 0.7991 -0.0245 -3.1 1.0 0.0
N 1.1978 0.6673 0.0505 -0.1 -0.9 -2.3
O 1.2383 -1.5741 -1.2937 -1.0 0.3 -0.5
O 0.9127 -1.6741 1.2435 -0.9 0.3 0.7
P 0.8158 -0.9719 -0.0287 2.2 0.5 -0.5
H 0.7827 1.2581 -0.6838 0.5 -0.9 -0.4
H 0.6946 1.0333 0.7765 -1.3 1.0 3.2
```
Forces are in eV/Å.


# 2
Entry from the OMol25 dataset: C21H27BClN5O6Sc as an isolated structure at a distorted geometry (the ωB97M-V functional and the def2-TZVPD basis).

The LUMO energy is -3.38 eV. The calculated total energy comes out at -75844.1002 eV. Its charge is +1. The value obtained for the energy relative to the best compared isomer or geometry (same formula, charge and spin) is 0.574 eV.

Structure (XYZ):
```
62
Properties=species:S:1:pos:R:3:forces:R:3
Sc -0.8958 0.4603 -1.3980 0.6 1.0 -0.1
C 2.6185 -1.4234 -3.5323 0.1 0.0 0.0
C 1.6039 -0.9466 -2.5418 -0.1 -0.2 0.1
N 1.2074 0.2565 -2.3910 0.0 0.0 0.0
C 1.7050 1.3919 -3.1548 0.0 -0.1 0.0
C 0.5318 2.2289 -3.6683 -0.1 0.0 0.1
N -0.5726 2.3799 -2.6896 0.1 0.1 0.0
C -0.5321 3.5608 -1.8038 -0.1 -0.1 -0.1
C 0.4216 3.3475 -0.6411 0.1 -0.1 0.1
N 0.2116 2.0252 -0.0065 -0.1 0.0 0.0
C -0.4900 2.0046 1.3188 0.2 0.1 -0.1
C -1.8433 1.3016 1.1892 0.0 -0.2 0.0
N -1.7146 0.0937 0.3751 0.2 -0.1 0.6
C -1.5044 -1.2101 1.0346 0.0 0.0 -0.2
C -2.8303 -1.8982 1.3844 -0.1 0.0 0.0
C -0.6474 -2.0525 0.1059 0.0 0.0 0.0
C -0.4881 -3.4404 0.1770 0.0 0.0 0.0
C 0.3958 -4.0494 -0.6839 0.0 0.0 -0.1
C 1.1354 -3.2961 -1.6075 0.0 -0.1 0.0
C 0.9244 -1.9422 -1.6368 0.1 0.2 0.0
N 0.0414 -1.3689 -0.7999 0.1 -0.3 0.0
H 3.4052 -0.6889 -3.6873 0.0 0.0 0.0
H 2.1307 -1.6082 -4.4932 0.0 0.0 0.0
H 3.0834 -2.3516 -3.2116 0.0 0.0 0.0
H 2.3216 1.1070 -4.0075 0.0 0.0 0.0
H 2.3348 1.9841 -2.4863 0.0 0.0 0.0
H 0.1032 1.7351 -4.5391 0.0 -0.1 0.0
H 0.8991 3.2056 -3.9940 0.0 0.0 0.0
H -1.4360 2.4179 -3.2197 0.0 0.0 0.0
H -1.5475 3.7033 -1.4265 0.0 0.0 0.0
H -0.2616 4.4664 -2.3539 0.0 0.0 0.0
H 0.2953 4.1526 0.0844 0.0 0.0 0.0
H 1.4544 3.4035 -0.9872 0.0 0.0 0.0
H 1.1203 1.5963 0.1173 0.0 0.0 0.0
H -0.5844 3.0211 1.7076 -0.1 0.0 0.0
H 0.1508 1.4581 2.0116 0.0 0.0 0.0
H -2.5619 1.9851 0.7210 0.0 0.0 -0.1
H -2.2373 1.1092 2.1911 -0.1 0.0 0.0
H -3.4099 -1.2318 2.0228 0.0 0.0 0.0
H -2.6997 -2.8321 1.9366 0.1 0.0 0.0
H -3.4035 -2.0940 0.4782 0.0 0.0 0.0
H -1.0509 -4.0191 0.8956 0.0 0.0 0.0
H 0.5294 -5.1226 -0.6468 0.0 0.0 0.0
H 1.8314 -3.7807 -2.2759 0.0 0.0 0.0
O -2.8705 0.6767 -2.4022 -0.2 -0.4 -0.4
Cl -2.6461 -0.6381 -3.0708 -0.2 -0.2 0.0
O -3.5100 -0.8266 -4.1655 0.3 0.1 0.2
O -1.2143 -0.5455 -3.4709 -0.6 -0.1 0.0
O -2.7323 -1.6522 -2.0579 -0.1 0.2 -0.5
O 0.7636 -1.0573 2.3462 -0.2 0.1 0.1
B -0.6282 -1.0164 2.3325 0.2 0.0 0.2
O -1.1444 -0.7210 3.5811 0.2 0.1 -0.1
C -0.0335 -0.5282 4.3899 -0.3 0.0 0.0
C 0.0004 -0.1949 5.7216 0.1 0.0 0.1
C 1.2686 -0.0745 6.2905 0.0 0.0 0.0
C 2.4251 -0.2803 5.5435 0.0 0.0 -0.1
C 2.3688 -0.6165 4.1901 0.0 0.0 0.2
C 1.1113 -0.7315 3.6493 0.1 -0.1 -0.3
H -0.9055 -0.0427 6.2920 0.0 0.0 0.0
H 1.3528 0.1801 7.3383 0.0 0.0 0.0
H 3.3894 -0.1825 6.0233 0.0 0.0 0.0
H 3.2599 -0.7880 3.6018 0.0 0.0 0.0
```
Forces are in eV/Å.


# 3
Entry from the OMol25 dataset: a 2-piece molecular cluster, C4H13N2O overall (the ωB97M-V functional and the def2-TZVPD basis).

The spin multiplicity is 2. The LUMO energy (spin up / spin down) is 0.73 / 0.72 eV. The calculated total energy comes out at -9384.5620 eV. Its charge is 0. The value obtained for the energy relative to the best compared isomer or geometry (same formula, charge and spin) is 0.128 eV.

Structure (XYZ):
```
20
Properties=species:S:1:pos:R:3:forces:R:3
C -2.1133 0.4126 -0.5264 -0.1 -0.4 -0.3
C -1.8673 -0.9622 0.1064 -0.2 0.7 -0.2
C -0.3852 -1.2379 0.3186 -0.1 0.8 0.0
N 1.7367 0.7003 -0.6979 -0.5 -0.6 -0.5
C 1.2364 -0.3670 -1.4517 0.5 0.7 -0.3
N 0.3584 -1.2974 -0.9134 -0.2 -0.8 0.1
H -1.6073 1.2153 0.0039 -0.1 0.1 0.2
H -1.7404 0.4328 -1.5501 0.1 0.0 0.0
H -3.1889 0.6041 -0.5689 0.1 0.2 0.1
H -2.3391 -1.7058 -0.5444 0.1 -0.2 0.2
H -2.3718 -0.9804 1.0723 -0.1 -0.2 0.1
H -0.2513 -2.1378 0.9126 0.1 -0.3 0.0
H -0.0070 -0.4125 0.9261 0.2 -0.1 0.0
H 2.7039 0.9317 -0.8177 0.0 0.1 0.4
H 1.2396 1.0582 0.0966 0.3 0.1 0.1
H 1.4066 -0.3567 -2.5291 -0.3 -0.1 0.3
H -0.0355 -1.9592 -1.5602 0.2 0.1 -0.2
H 2.1927 1.4510 3.0757 0.0 0.0 0.0
H 2.8729 2.6241 2.3688 0.0 0.0 0.0
O 2.1601 1.9868 2.2789 -0.1 0.0 -0.1
```
Forces are in eV/Å.


# 4
Entry from the OMol25 dataset: a 3-piece molecular cluster, C3H8NO3S overall at a distorted geometry (the ωB97M-V functional and the def2-TZVPD basis).

The spin multiplicity is 2. The LUMO energy (spin up / spin down) is -3.12 / -4.21 eV. The calculated total energy comes out at -21702.3361 eV. Its charge is 0. The value obtained for the energy relative to the best compared isomer or geometry (same formula, charge and spin) is 4.700 eV.

Structure (XYZ):
```
16
Properties=species:S:1:pos:R:3:forces:R:3
O 2.0842 0.9038 -0.8759 -0.4 -0.3 -0.5
C 1.2909 0.7761 0.0477 2.2 0.7 0.6
O 1.4195 0.9469 1.2641 -0.6 -0.2 -0.1
C -0.1502 0.3060 -0.3494 -2.0 0.2 -1.2
C -0.1091 -1.2416 -0.1650 0.3 -0.6 0.4
S -1.6400 -2.0550 -0.5670 0.6 0.3 -0.2
N -0.4461 0.7273 -1.6824 0.8 -0.1 1.3
H -0.9026 0.7075 0.3345 -0.1 -0.2 0.0
H 0.1630 -1.4517 0.8717 -0.2 0.1 0.0
H 0.7045 -1.6497 -0.7723 -0.1 -0.1 -0.2
H -0.8509 -1.0177 -2.7441 -0.1 -0.3 0.3
H -0.8306 -0.3465 -2.2435 -0.4 0.5 -0.4
H 0.4906 0.8507 -2.1044 0.0 -0.1 -0.2
H 0.0282 1.0068 2.3496 -0.2 0.2 0.4
H -0.5002 0.4934 3.6867 0.1 -0.2 0.4
O -0.7515 1.0437 2.9498 0.1 0.0 -0.7
```
Forces are in eV/Å.


# 5
Entry from the OMol25 dataset: one molecule with the formula C2H3NS at a distorted geometry (the ωB97M-V functional and the def2-TZVPD basis).

The LUMO energy (spin up / spin down) is -1.66 / -1.65 eV. The SMILES is CC#S#N. The calculated total energy comes out at -14441.2269 eV. Its charge is 0. The value obtained for the energy relative to the best compared isomer or geometry (same formula, charge and spin) is 6.242 eV.

Structure (XYZ):
```
7
Properties=species:S:1:pos:R:3:forces:R:3
C -1.0939 -0.0258 -0.0224 -0.5 -2.3 0.1
C 0.2966 -0.4672 -0.0460 3.6 0.8 0.2
S 1.7909 0.2756 -0.1750 0.8 -1.5 0.8
N 3.3107 0.1461 0.0318 -3.9 0.2 -0.6
H -1.1519 0.8981 0.4666 -0.4 2.1 -0.4
H -1.6723 -0.5860 0.8000 0.9 -0.1 -1.5
H -1.4801 -0.2408 -1.0550 -0.5 0.9 1.2
```
Forces are in eV/Å.


# 6
Entry from the OMol25 dataset: a 2-piece molecular cluster, CH3ClO2S overall at a distorted geometry (the ωB97M-V functional and the def2-TZVPD basis).

The spin multiplicity is 3. The LUMO energy (spin up / spin down) is 0.41 / -3.00 eV. The calculated total energy comes out at -28534.7240 eV. Its charge is 0. The value obtained for the energy relative to the best compared isomer or geometry (same formula, charge and spin) is 0.000 eV.

Structure (XYZ):
```
8
Properties=species:S:1:pos:R:3:forces:R:3
C 1.1408 1.2246 -0.2471 -0.5 -0.7 -0.8
O 0.3555 1.2575 0.6396 -0.5 0.8 1.8
O 0.9681 0.2729 -1.1999 0.2 -0.2 0.0
S -1.5901 -0.7340 0.7942 -5.3 2.3 -0.4
Cl -0.2118 -2.2766 0.8204 3.0 -3.3 0.0
H 0.2002 -0.3253 -0.9013 1.6 1.4 -0.4
H 1.9685 1.9817 -0.2979 -0.4 -1.1 -0.8
H -2.8312 -1.4008 0.3920 1.9 0.9 0.6
```
Forces are in eV/Å.


# 7
Entry from the OMol25 dataset: a 9-piece molecular cluster, C43H54F9N2O30PS4 overall at a distorted geometry (the ωB97M-V functional and the def2-TZVPD basis).

The LUMO energy is -0.39 eV. The SMILES is COCCCCCCCC[C@]1(S(=O)(=O)F)OC(=O)O[C@@]1(CCCSC(=S)n1ccnc1)[PH2]=S.O=C1OC[C@@H](F)O1.O=C1OC[C@@H](F)O1.O=C1OC[C@@H](F)O1.O=C1OC[C@@H](F)O1.O=C1OC[C@@H](F)O1.O=C1OC[C@@H](F)O1.O=C1OC[C@@H](F)O1.O=C1OC[C@@H](F)O1. The calculated total energy comes out at -186957.1865 eV. Its charge is 0.

Structure (XYZ):
```
143
Properties=species:S:1:pos:R:3:forces:R:3
C 1.9046 -3.1533 -1.9096 0.4 -0.9 0.5
O 2.8957 -2.5331 -2.7106 -0.5 0.2 0.1
C 2.9092 -1.1344 -2.5615 0.9 0.7 -0.1
C 3.5233 -0.4916 -3.8115 -1.1 -0.3 -0.1
C 2.7540 -0.8887 -5.1018 0.8 0.9 -0.5
C 1.9045 0.2729 -5.6983 -0.5 -1.3 0.3
C 0.9505 0.9219 -4.6730 -0.1 0.8 -0.7
C 0.8738 2.4723 -4.8022 -0.1 -0.5 0.4
C 1.2108 3.2102 -3.4718 0.1 0.6 -0.9
C 0.2296 4.3614 -3.1516 -0.6 -1.1 -0.7
C -0.8783 4.0580 -2.1053 1.9 1.7 0.8
S -2.5033 4.1685 -2.9808 -0.7 -0.1 -2.7
O -2.6533 5.4633 -3.5362 0.2 1.0 1.0
O -2.5976 3.1540 -3.9809 0.2 -1.2 0.8
F -3.6780 3.9670 -1.9754 0.7 -0.1 0.3
O -0.8731 5.2245 -1.2690 -1.4 -0.3 0.9
C -1.5782 4.8550 -0.1232 -0.2 0.8 0.6
O -1.9933 5.6287 0.6903 0.5 -1.2 -1.0
O -1.6939 3.4918 -0.0957 -0.3 0.4 -0.2
C -0.6988 2.9841 -1.0220 -0.1 -0.3 0.2
C 0.6264 3.0070 -0.1856 -0.1 0.2 -0.8
C 0.4678 2.8328 1.3316 -0.1 -0.2 0.2
C -0.1633 1.5095 1.8163 0.4 -0.5 0.5
S -1.7216 1.8348 2.7243 -0.4 0.3 -0.3
C -2.3949 0.1979 3.0904 0.4 0.0 -0.2
S -1.7605 -0.7485 4.2248 0.1 -0.2 0.0
N -3.5059 -0.1761 2.3144 1.7 1.1 1.5
C -4.4938 0.6836 1.9047 -0.4 -0.6 -0.8
C -5.3106 -0.1145 1.1709 -0.5 0.9 0.2
N -4.8614 -1.4047 1.1573 -0.5 -0.6 -0.7
C -3.7685 -1.4242 1.8513 -0.7 -0.2 -0.3
P -1.0236 1.2464 -1.6895 -1.3 -0.7 0.6
S -2.5216 0.3627 -0.8495 0.1 0.0 0.0
H 2.3942 -3.9004 -1.2696 0.0 0.2 0.0
H 1.1738 -3.6986 -2.5103 0.1 0.2 -0.2
H 1.3724 -2.4503 -1.2653 0.0 0.0 -0.1
H 3.5327 -0.8226 -1.7021 -0.2 -0.3 0.0
H 1.9039 -0.7462 -2.3608 0.0 -0.2 -0.2
H 3.4563 0.5973 -3.6987 0.2 -0.1 0.1
H 4.5805 -0.7549 -3.8811 -0.1 0.0 0.0
H 2.1527 -1.7926 -5.0003 0.0 0.1 0.4
H 3.5220 -1.1214 -5.8498 -0.2 -0.1 0.0
H 1.2698 -0.1996 -6.4609 0.2 0.2 -0.1
H 2.5182 0.9933 -6.2398 0.1 0.1 0.4
H 1.1961 0.6805 -3.6395 0.1 -0.2 -0.2
H -0.0620 0.5445 -4.8576 0.1 -0.1 0.2
H -0.1175 2.7501 -5.1749 0.1 0.1 0.2
H 1.5725 2.8097 -5.5715 0.0 -0.1 0.1
H 1.3784 2.5111 -2.6500 -0.1 0.1 0.0
H 2.1771 3.6906 -3.6548 0.0 -0.1 0.4
H 0.7306 5.2862 -2.8732 -0.1 -0.2 0.4
H -0.2862 4.5917 -4.0896 0.2 0.2 0.1
H 1.1309 3.9642 -0.3578 0.0 -0.1 -0.1
H 1.2747 2.2259 -0.5746 0.1 0.1 0.2
H -0.0327 3.6803 1.8089 0.0 0.0 -0.2
H 1.4863 2.8479 1.7321 0.0 0.1 -0.1
H 0.5085 1.0576 2.5512 -0.1 0.0 -0.1
H -0.2744 0.7695 1.0209 -0.4 0.2 0.0
H -4.5632 1.7309 2.1302 0.3 0.0 0.1
H -6.1906 0.2603 0.6713 -0.1 -0.5 -0.1
H -3.1686 -2.3026 2.0196 0.2 0.2 0.2
H 0.2174 0.5769 -1.5550 0.0 0.5 -0.1
H -1.2406 1.3918 -3.0724 0.5 0.3 0.1
O -0.2518 -1.7960 -3.2437 0.0 0.2 0.0
C -0.9343 -1.8112 -4.2115 0.0 0.1 0.2
O -2.1991 -1.3282 -4.2659 0.2 -0.1 -0.2
C -2.6282 -1.4001 -5.6276 -0.5 0.1 0.0
C -1.7337 -2.4797 -6.1820 0.2 0.2 -0.3
F -1.4467 -2.2680 -7.4897 0.0 -0.1 0.0
O -0.5514 -2.3212 -5.4185 -0.4 -0.2 0.3
H -2.4608 -0.4373 -6.1140 0.1 -0.1 -0.1
H -3.6842 -1.6508 -5.6923 0.0 0.0 0.2
H -2.1160 -3.4942 -6.0549 0.0 0.0 -0.1
O 3.4622 2.0908 -0.3146 0.1 0.0 0.0
C 4.2867 2.2412 0.5235 -0.1 0.1 -0.2
O 5.4941 2.8180 0.3180 -0.1 -0.2 0.3
C 6.1364 2.9364 1.5915 0.4 0.1 -0.1
C 5.4415 1.8653 2.3931 -0.2 0.3 0.4
F 5.3438 2.2036 3.7006 0.0 -0.1 0.0
O 4.1443 1.8478 1.8219 0.3 -0.2 -0.3
H 5.9605 3.9336 1.9973 -0.1 -0.1 0.1
H 7.2078 2.7727 1.5062 0.0 0.0 -0.2
H 5.8897 0.8736 2.3083 0.0 0.0 0.1
O 0.8491 -3.2542 4.5688 0.1 0.1 0.0
C 0.6366 -3.4179 5.7244 0.1 0.1 -0.2
O 1.2241 -4.3806 6.4815 -0.2 0.3 0.0
C 0.8169 -4.1610 7.8391 0.3 -0.5 0.3
C -0.4625 -3.3951 7.6605 -0.1 0.4 0.4
F -0.6550 -2.5147 8.6769 -0.1 0.0 -0.1
O -0.2304 -2.6672 6.4637 0.1 -0.7 -0.2
H 1.5860 -3.5846 8.3542 -0.2 0.2 0.0
H 0.6729 -5.1026 8.3634 0.0 -0.1 -0.3
H -1.3462 -4.0193 7.5420 -0.1 0.1 0.1
O -2.0991 5.8484 -9.5558 0.0 0.1 0.0
C -2.8593 5.4914 -8.7222 0.3 0.2 -0.1
O -2.5033 4.8646 -7.5724 -0.3 0.0 -0.1
C -3.6851 4.7244 -6.7750 0.1 -0.3 0.4
C -4.7730 4.7888 -7.8150 -0.2 0.5 0.1
F -5.9024 5.3558 -7.3227 0.0 -0.1 -0.1
O -4.2156 5.6478 -8.7935 0.2 -0.5 0.1
H -3.7411 5.5472 -6.0613 -0.2 0.1 -0.1
H -3.6790 3.7855 -6.2277 0.2 0.0 -0.1
H -5.0210 3.8287 -8.2723 -0.1 0.0 0.0
O 5.0247 1.0348 -6.5634 0.0 0.0 0.0
C 5.7787 0.3422 -7.1558 -0.2 0.1 0.2
O 6.8766 -0.2428 -6.6108 -0.1 0.0 -0.3
C 7.4414 -1.1033 -7.6034 0.4 -0.1 0.2
C 6.9165 -0.4972 -8.8803 -0.3 -0.4 -0.2
F 6.7158 -1.4390 -9.8338 0.0 0.1 0.0
O 5.6649 0.0286 -8.4798 0.4 0.2 0.2
H 7.0792 -2.1213 -7.4522 -0.1 0.0 -0.2
H 8.5275 -1.1022 -7.5502 0.0 0.2 0.2
H 7.5347 0.3048 -9.2884 0.0 -0.1 -0.1
O 3.1820 -1.9499 8.8055 0.1 -0.1 0.0
C 3.8967 -2.1107 7.8725 -0.2 0.3 0.4
O 4.0646 -1.2062 6.8786 0.2 -0.3 0.0
C 5.0947 -1.7035 6.0209 0.0 0.3 -0.4
C 5.0490 -3.1853 6.3001 0.4 -0.1 0.1
F 6.2756 -3.7520 6.1854 -0.1 0.0 0.0
O 4.6449 -3.2289 7.6588 -0.3 0.2 -0.4
H 6.0509 -1.2604 6.3048 0.1 -0.2 0.1
H 4.8871 -1.4636 4.9809 -0.2 0.1 0.1
H 4.3338 -3.7396 5.6892 0.1 -0.1 0.0
O -2.4149 -5.8936 6.4225 0.1 0.1 0.0
C -3.3247 -5.1939 6.1128 0.2 0.0 0.0
O -3.6979 -4.0767 6.7895 -0.1 -0.4 -0.5
C -4.7370 -3.4485 6.0195 -0.3 0.4 0.4
C -5.2753 -4.6019 5.2172 0.2 0.2 -0.5
F -5.7224 -4.2026 4.0045 0.0 -0.1 0.0
O -4.1276 -5.4167 5.0398 -0.1 -0.1 0.5
H -4.3017 -2.6694 5.3905 0.0 -0.1 -0.2
H -5.4869 -2.9956 6.6695 0.4 -0.2 -0.2
H -6.0564 -5.1780 5.7182 0.0 0.0 -0.1
O -6.2300 -1.4092 7.6500 -0.2 0.1 0.2
C -6.2889 -1.9056 8.7265 -0.1 0.2 -0.2
O -7.3065 -1.7250 9.6020 0.3 -0.1 0.0
C -7.0736 -2.5933 10.7156 -0.3 0.2 0.3
C -5.5835 -2.8099 10.6380 0.0 -0.5 0.0
F -5.2354 -4.0417 11.0789 0.1 0.0 0.0
O -5.3351 -2.7294 9.2450 -0.2 0.4 0.2
H -7.6319 -3.5205 10.5774 0.2 -0.1 0.0
H -7.3854 -2.1278 11.6472 0.0 0.2 -0.1
H -4.9878 -2.0574 11.1575 0.1 -0.1 0.0
```
Forces are in eV/Å.


# 8
Entry from the OMol25 dataset: a 2-piece molecular cluster, C2H5FO overall at a distorted geometry (the ωB97M-V functional and the def2-TZVPD basis).

The LUMO energy is 0.83 eV. The SMILES is C=CF.O. The calculated total energy comes out at -6918.5663 eV. Its charge is 0. The value obtained for the energy relative to the best compared isomer or geometry (same formula, charge and spin) is 1.044 eV.

Structure (XYZ):
```
9
Properties=species:S:1:pos:R:3:forces:R:3
C 0.7379 -1.0864 -0.1152 1.2 2.4 0.9
C 1.1887 0.0850 0.2527 0.3 0.8 -0.7
F 2.3443 0.5757 -0.2671 -0.1 -0.2 0.5
H 1.4897 -1.6262 -0.5448 1.0 -2.2 -1.7
H -0.1453 -1.3160 0.3399 -2.1 -1.5 0.7
H 0.7006 0.7763 0.8985 -0.2 0.6 0.2
O -1.9270 0.8762 0.1172 0.0 2.0 0.5
H -2.1058 0.0524 -0.3110 -0.4 -0.3 -0.9
H -2.2831 1.6631 -0.3703 0.4 -1.7 0.4
```
Forces are in eV/Å.